Entry 1:
# C27H44Cl2HfN3O2P

A molecular structure, C27H44Cl2HfN3O2P at a distorted geometry (ωB97M-V/def2-TZVPD, the Open Molecules 2025 dataset).

Its HOMO-LUMO gap is 2.28 eV. The value obtained for the total energy is -2677.9178 Ha. As for the multiplicity: 1. The net charge is +4. Its max |F| is 3.32 eV/A.

Each line ends with the Mulliken charge.
Cartesian coordinates (Å):
C1 -1.59 -1.03 3.66  -0.405
C2 -0.09 -0.58 3.99  -0.501
C3 -0.05 0.66 4.89  -1.009
C4 -0.19 2.03 4.17  -0.886
C5 -0.33 2.00 2.65  -0.570
C6 0.97 1.86 1.83  0.415
C7 2.19 2.60 2.38  -0.942
C8 3.44 2.29 1.50  -0.256
C9 3.72 3.50 0.60  -0.614
C10 4.73 3.29 -0.54  -1.102
C11 4.84 1.86 -1.08  -1.119
C12 3.51 1.36 -1.69  0.457
C13 3.67 0.67 -3.07  -1.229
C14 3.05 -0.74 -3.10  -0.764
C15 1.73 -0.70 -3.90  -1.074
C16 0.74 -1.82 -3.37  -1.659
C17 -0.59 -1.35 -2.90  0.949
C18 -1.36 -0.47 -3.83  -0.135
N1 -0.92 -0.10 -5.00  -0.078
C19 -2.70 0.04 -3.46  0.370
O1 -3.33 0.79 -4.35  -0.486
C20 -3.28 -0.32 -2.26  0.457
N2 -4.54 0.17 -1.98  -0.369
C21 -5.03 -0.26 -0.87  -0.874
C22 -4.32 -1.14 0.04  -0.283
C23 -4.93 -1.62 1.29  1.138
Cl1 -6.37 -0.71 1.75  -0.065
C24 -5.29 -3.13 1.04  -0.723
C25 -4.15 -4.10 1.40  -0.715
N3 -3.07 -1.56 -0.23  -0.041
C26 -2.54 -1.17 -1.37  0.471
C27 -1.20 -1.67 -1.71  -0.116
P1 -0.34 -2.74 -0.48  0.756
O2 1.08 -1.91 -0.14  -0.423
Cl2 0.09 -4.47 -1.34  -0.060
H1 -2.33 -0.45 4.19  0.629
H2 -1.72 -2.11 3.98  0.353
H3 -1.77 -0.98 2.53  -0.088
H4 0.57 -0.47 3.07  0.267
H5 0.33 -1.41 4.56  0.527
H6 -0.86 0.55 5.60  0.344
H7 0.88 0.63 5.46  0.444
H8 -1.10 2.48 4.56  0.471
H9 0.61 2.67 4.51  0.392
H10 -1.06 1.24 2.31  -0.019
H11 -0.77 2.95 2.37  0.551
H12 1.26 0.81 1.62  -0.387
H13 0.76 2.29 0.85  0.349
H14 1.98 3.66 2.30  0.327
H15 2.39 2.33 3.42  0.519
H16 3.21 1.39 0.95  -0.071
H17 4.26 2.11 2.19  0.294
H18 2.79 3.94 0.24  0.446
H19 4.15 4.26 1.25  0.361
H20 5.71 3.67 -0.29  0.423
H21 4.39 3.90 -1.38  0.304
H22 5.62 1.84 -1.82  0.575
H23 5.13 1.19 -0.27  0.339
H24 2.77 2.16 -1.71  0.382
H25 3.11 0.60 -1.00  -0.371
H26 3.19 1.31 -3.80  0.462
H27 4.73 0.61 -3.32  0.589
H28 3.73 -1.39 -3.64  0.520
H29 2.84 -1.11 -2.11  0.290
H30 1.94 -0.90 -4.95  0.426
H31 1.25 0.27 -3.85  0.804
H32 0.53 -2.50 -4.21  0.427
H33 1.25 -2.42 -2.64  0.500
H34 -1.68 0.02 -5.69  0.391
H35 -0.20 -0.70 -5.43  0.374
H36 -3.19 1.74 -4.17  0.398
H37 -6.03 0.05 -0.60  0.585
H38 -4.21 -1.53 2.10  -0.343
H39 -6.23 -3.38 1.51  0.543
H40 -5.47 -3.24 -0.03  0.372
H41 -3.17 -3.63 1.27  -0.078
H42 -4.17 -4.92 0.70  0.350
H43 -4.29 -4.46 2.42  0.376
H44 1.72 -2.45 0.38  0.349
Hf1 -0.35 -2.14 2.04  0.784


Entry 2:
# C35H52AsOP3STi

A molecular structure, C35H52AsOP3STi at a distorted geometry (ωB97M-V/def2-TZVPD, the Open Molecules 2025 dataset).

Its HOMO-LUMO gap (alpha / beta) is 6.08 / 6.36 eV. The value obtained for the total energy is -5946.6442 Ha. The expectation value of S² is 0.76. As for the multiplicity: 2. The net charge is +3. Its max |F| is 2.68 eV/A.

Each line ends with the Löwdin spin population.
Cartesian coordinates (Å):
Ti1 0.24 0.20 -1.04  0.949
P1 -0.83 2.40 0.08  0.008
P2 -2.70 -0.85 -1.43  0.008
P3 2.37 1.44 -1.18  0.016
H1 2.06 -1.37 -6.30  0.000
C1 2.54 -1.13 -5.33  -0.002
C2 2.43 -1.94 -4.24  -0.001
H2 1.97 -2.93 -4.38  0.000
C3 -1.31 3.96 -0.78  -0.001
C4 -2.32 2.06 1.12  0.004
C5 0.15 3.17 1.44  0.001
C6 -3.62 -2.00 -2.42  0.002
C7 -3.45 -0.83 0.18  0.001
C8 -2.76 0.80 -2.12  0.011
C9 3.68 0.61 -2.13  0.002
C10 3.28 1.68 0.41  -0.001
C11 2.40 3.15 -1.81  0.008
H3 3.25 -0.30 -5.39  0.000
H4 2.99 -1.77 -3.30  0.000
H5 -1.78 4.64 -0.04  0.000
H6 -2.03 3.74 -1.58  0.000
H7 -0.43 4.44 -1.21  0.000
H8 -2.41 2.86 1.87  0.000
H9 -2.20 1.12 1.66  0.000
H10 -3.25 2.03 0.54  0.000
H11 -0.52 3.87 1.95  0.000
H12 1.03 3.71 1.06  0.000
H13 0.46 2.40 2.15  0.000
H14 -4.61 -2.15 -1.94  0.000
H15 -3.05 -2.94 -2.42  0.000
H16 -3.69 -1.58 -3.44  0.000
H17 -4.18 0.01 0.22  0.000
H18 -2.72 -0.71 0.98  0.000
H19 -3.98 -1.79 0.32  0.000
H20 -3.59 0.74 -2.85  0.002
H21 -1.83 1.10 -2.66  0.002
H22 -2.99 1.52 -1.31  0.000
H23 4.47 1.36 -2.33  0.000
H24 3.30 0.19 -3.07  0.000
H25 4.11 -0.20 -1.52  0.000
H26 3.92 2.55 0.31  0.000
H27 3.89 0.79 0.60  0.000
H28 2.60 1.80 1.26  0.000
H29 3.45 3.43 -2.04  0.001
H30 2.00 3.85 -1.07  0.000
H31 1.81 3.23 -2.73  0.000
C12 -0.45 -0.74 -4.18  -0.001
C13 -0.31 0.58 -4.63  0.000
C14 -1.35 1.15 -5.35  0.000
C15 -2.32 0.34 -5.95  0.000
C16 -2.26 -1.05 -5.75  0.000
C17 -1.37 -1.58 -4.83  0.000
S1 0.49 -1.43 -2.88  -0.013
H32 -1.34 -1.32 -1.41  0.003
H33 0.61 1.15 -4.42  0.001
H34 -1.40 2.24 -5.46  0.000
H35 -3.09 0.80 -6.59  0.000
H36 -2.92 -1.73 -6.29  0.000
H37 -1.37 -2.64 -4.58  0.000
O1 0.40 -0.59 0.63  -0.001
As1 0.45 -0.79 2.38  0.002
C18 -1.20 -0.45 3.32  0.000
C19 -2.31 -1.28 3.06  0.000
C20 -3.56 -0.88 3.54  0.000
C21 -3.66 0.18 4.44  0.000
C22 -2.51 0.85 4.87  0.000
C23 -1.26 0.52 4.33  0.000
C24 0.67 -2.67 2.53  -0.001
C25 0.26 -3.58 1.54  0.000
C26 0.35 -4.94 1.85  0.000
C27 0.87 -5.36 3.08  0.000
C28 1.31 -4.44 4.03  0.000
C29 1.23 -3.08 3.76  0.000
C30 2.07 0.04 3.02  0.001
C31 2.05 1.27 3.71  0.000
C32 3.25 1.77 4.23  0.000
C33 4.45 1.09 4.04  0.000
C34 4.47 -0.11 3.31  0.000
C35 3.28 -0.64 2.79  0.000
H38 -2.22 -2.19 2.46  0.000
H39 -4.46 -1.41 3.22  0.000
H40 -4.64 0.48 4.83  0.000
H41 -2.55 1.64 5.62  0.000
H42 -0.35 1.01 4.70  0.000
H43 -0.11 -3.25 0.57  0.000
H44 0.00 -5.68 1.14  0.000
H45 0.93 -6.42 3.32  0.000
H46 1.72 -4.73 4.99  0.000
H47 1.57 -2.32 4.47  0.000
H48 1.12 1.83 3.83  0.000
H49 3.18 2.70 4.81  0.000
H50 5.36 1.50 4.47  0.000
H51 5.41 -0.64 3.16  0.000
H52 3.32 -1.57 2.20  0.000


Entry 3:
# C41H37BF3N11O4RuS

A molecular structure, C41H37BF3N11O4RuS at a distorted geometry (ωB97M-V/def2-TZVPD, the Open Molecules 2025 dataset).

Its HOMO-LUMO gap (alpha / beta) is 6.83 / 6.61 eV. For the energy relative to the best compared isomer or geometry (same formula, charge and spin), the calculation gives 6.6 kcal/mol. The value obtained for the total energy is -3305.4025 Ha. The expectation value of S² is 0.75. As for the multiplicity: 2. The net charge is +1. Its max |F| is 1.77 eV/A.

Each line ends with the Löwdin spin population.
Cartesian coordinates (Å):
Ru1 0.72 -1.26 0.09  0.885
S1 4.18 -6.85 3.60  0.000
N1 4.68 -5.89 2.38  0.000
C1 3.68 -5.08 2.11  0.000
C2 3.69 -4.05 1.10  0.000
C3 4.79 -3.79 0.30  -0.001
C4 4.70 -2.78 -0.64  0.001
C5 3.54 -2.04 -0.73  0.000
N2 2.47 -2.27 0.03  0.001
C6 2.52 -3.28 0.95  0.000
C7 1.34 -3.53 1.73  0.010
N3 0.23 -2.81 1.46  0.015
C8 -0.90 -3.10 2.10  0.005
C9 -0.98 -4.03 3.12  -0.001
C10 0.15 -4.74 3.45  0.007
C11 1.32 -4.53 2.74  0.000
C12 2.52 -5.30 2.92  0.000
N4 2.68 -6.27 3.80  -0.001
H1 5.69 -4.39 0.41  0.000
H2 5.54 -2.56 -1.29  0.000
H3 3.45 -1.23 -1.43  0.000
H4 -1.79 -2.58 1.75  0.000
H5 -1.92 -4.20 3.63  0.000
H6 0.14 -5.49 4.23  0.000
F1 -1.29 -3.02 -0.89  0.015
C13 -0.03 -2.60 -1.27  0.001
F2 0.70 -3.76 -1.34  -0.002
F3 -0.19 -2.23 -2.57  -0.004
C14 -1.35 0.00 2.82  0.001
C15 -1.85 0.03 1.41  0.003
N5 -1.20 -0.36 0.32  -0.002
C16 -2.05 -0.17 -0.75  0.000
C17 -3.23 0.32 -0.29  0.000
N6 -3.09 0.45 1.07  0.001
C18 -4.11 0.94 1.97  0.000
N7 -4.50 -0.05 2.93  0.000
N8 -4.28 0.17 4.26  0.000
N9 -4.68 -0.83 4.92  0.000
C19 -5.19 -1.77 4.05  0.000
C20 -5.75 -3.03 4.29  0.000
C21 -6.16 -3.75 3.18  0.000
C22 -6.03 -3.24 1.88  0.000
C23 -5.48 -2.00 1.63  0.000
C24 -5.08 -1.27 2.75  0.000
H7 -0.36 -0.44 2.86  0.000
H8 -2.02 -0.59 3.45  0.000
H9 -1.31 1.00 3.24  0.000
H10 -1.76 -0.40 -1.76  0.000
H11 -4.13 0.59 -0.81  0.000
H12 -4.97 1.24 1.36  0.000
H13 -3.76 1.80 2.54  0.000
H14 -5.85 -3.41 5.29  0.000
H15 -6.60 -4.73 3.32  0.000
H16 -6.36 -3.85 1.05  0.000
H17 -5.38 -1.62 0.62  0.000
O1 -1.42 5.53 0.44  0.000
C25 -0.72 5.39 1.65  0.000
N10 -0.06 4.10 1.55  0.000
C26 0.66 3.64 2.61  0.000
O2 0.66 4.23 3.68  0.000
C27 1.38 2.35 2.44  -0.001
C28 2.30 1.97 3.42  0.012
C29 2.92 0.75 3.30  -0.001
C30 2.59 -0.09 2.24  0.013
N11 1.67 0.25 1.33  0.012
C31 1.12 1.46 1.42  0.011
H18 -1.69 6.45 0.34  0.000
H19 -1.39 5.36 2.51  0.000
H20 0.01 6.19 1.80  0.000
H21 0.16 3.82 0.61  0.000
H22 2.50 2.65 4.24  0.001
H23 3.66 0.42 4.02  0.000
H24 3.08 -1.04 2.13  0.001
H25 0.40 1.71 0.64  0.000
C32 -0.01 4.47 -6.08  0.000
C33 1.26 3.63 -6.31  0.000
C34 2.37 4.57 -6.78  0.000
C35 0.99 2.60 -7.42  0.000
C36 1.61 2.89 -5.02  0.000
C37 2.85 3.05 -4.39  0.000
C38 3.20 2.38 -3.22  0.000
C39 2.26 1.53 -2.69  0.002
O3 2.31 0.74 -1.56  0.008
B1 1.08 0.06 -1.49  0.012
O4 0.28 0.47 -2.55  -0.002
C40 1.02 1.36 -3.30  -0.001
C41 0.67 2.02 -4.45  0.000
H26 -0.27 5.01 -7.00  0.000
H27 0.16 5.21 -5.29  0.000
H28 -0.86 3.86 -5.80  0.000
H29 2.05 5.07 -7.70  0.000
H30 3.28 4.02 -7.01  0.000
H31 2.59 5.34 -6.04  0.000
H32 0.72 3.12 -8.35  0.000
H33 0.18 1.93 -7.16  0.000
H34 1.88 2.01 -7.61  0.000
H35 3.58 3.72 -4.83  0.000
H36 4.16 2.54 -2.75  0.000
H37 -0.30 1.86 -4.90  0.000


Entry 4:
# C19H19Cl3N5OPtS

A molecular structure, C19H19Cl3N5OPtS at a distorted geometry (ωB97M-V/def2-TZVPD, the Open Molecules 2025 dataset).

Its HOMO-LUMO gap (alpha / beta) is 6.46 / 6.46 eV. For the energy relative to the best compared isomer or geometry (same formula, charge and spin), the calculation gives 55.8 kcal/mol. The value obtained for the total energy is -2982.2961 Ha. As for the multiplicity: 1. The net charge is +1. Its max |F| is 2.30 eV/A.

Each line ends with the Mulliken charge.
Cartesian coordinates (Å):
Pt1 1.25 0.27 0.13  0.952
N1 1.54 -0.20 2.50  -0.489
C1 0.58 -1.19 2.85  0.626
C2 0.17 -1.40 4.15  -0.587
C3 -0.72 -2.43 4.45  -0.779
C4 -1.19 -3.27 3.47  -0.852
C5 -0.84 -3.04 2.12  0.890
C6 -1.33 -3.83 1.06  -0.524
C7 -1.00 -3.49 -0.23  -0.989
C8 -0.19 -2.38 -0.47  -0.239
N2 0.33 -1.66 0.51  -0.400
C9 0.03 -1.97 1.80  0.118
H1 2.43 -0.62 2.25  0.338
H2 1.68 0.46 3.26  0.186
H3 0.55 -0.77 4.95  0.362
H4 -1.01 -2.59 5.48  0.401
H5 -1.85 -4.08 3.71  0.401
H6 -1.96 -4.68 1.27  0.441
H7 -1.36 -4.06 -1.07  0.472
H8 0.03 -2.07 -1.48  0.718
C10 1.13 3.24 0.36  -1.276
C11 0.23 2.03 0.31  0.613
O1 -0.97 2.10 0.21  -0.528
H9 0.52 4.15 0.31  0.386
H10 1.85 3.21 -0.46  0.280
H11 1.70 3.24 1.29  0.337
Cl1 6.97 1.31 1.20  -0.081
C12 6.21 0.24 -0.02  0.793
Cl2 6.60 0.80 -1.67  -0.074
Cl3 6.78 -1.44 0.22  -0.082
C13 4.79 0.28 0.18  -0.225
N3 3.66 0.30 0.38  -0.443
C14 -2.44 3.91 -2.60  -1.472
C15 -2.08 2.47 -2.61  0.775
C16 -2.97 1.43 -2.53  -0.778
C17 -2.47 0.11 -2.51  0.906
N4 -1.17 -0.13 -2.47  -0.188
C18 -0.32 0.87 -2.50  -0.352
S1 1.36 0.61 -2.29  -0.310
N5 -0.76 2.17 -2.66  0.098
C19 -3.37 -1.08 -2.50  -1.216
H12 -3.50 4.05 -2.81  0.403
H13 -1.85 4.47 -3.31  0.380
H14 -2.24 4.31 -1.60  0.320
H15 -4.03 1.61 -2.46  0.398
H16 -0.07 2.91 -2.70  0.335
H17 -4.41 -0.78 -2.59  0.390
H18 -3.23 -1.63 -1.57  0.234
H19 -3.09 -1.74 -3.31  0.332


Entry 5:
# H3N3O2P

2 unconnected molecules or ions with the total composition H3N3O2P at a distorted geometry (ωB97M-V/def2-TZVPD, the Open Molecules 2025 dataset).

Its HOMO-LUMO gap (alpha / beta) is 5.94 / 7.29 eV. For the energy relative to the best compared isomer or geometry (same formula, charge and spin), the calculation gives 69.5 kcal/mol. The value obtained for the total energy is -657.9277 Ha. As for the multiplicity: 1. The net charge is -1. Its max |F| is 3.05 eV/A.

Each line ends with the Mulliken charge.
Cartesian coordinates (Å):
N1 -1.99 0.25 0.58  -0.194
N2 -1.77 0.65 -0.53  -0.343
N3 1.09 -0.95 0.39  -0.521
O1 1.75 -0.11 -2.03  -0.630
O2 1.45 1.57 -0.08  -0.580
P1 1.08 0.31 -0.76  0.657
H1 -2.90 0.74 1.05  0.110
H2 0.50 -0.50 1.22  0.260
H3 0.77 -1.95 0.16  0.240


Entry 6:
# C4H8S3

C4H8S3 in the gas phase at a distorted geometry (ωB97M-V/def2-TZVPD, the Open Molecules 2025 dataset).

Its HOMO-LUMO gap (alpha / beta) is 7.44 / 7.72 eV. For the energy relative to the best compared isomer or geometry (same formula, charge and spin), the calculation gives 78.7 kcal/mol. The value obtained for the total energy is -1351.6341 Ha. As for the multiplicity: 1. The net charge is 0. Its max |F| is 3.01 eV/A.

Each line ends with the Mulliken charge.
Cartesian coordinates (Å):
C1 0.10 0.77 -0.23  -0.718
C2 2.25 -0.02 -0.07  0.149
C3 -2.09 -0.23 0.21  -1.250
C4 -0.99 -0.04 -0.85  0.167
S1 1.54 1.21 -1.18  -0.105
S2 1.92 -1.65 -0.61  -0.256
S3 2.97 0.43 1.43  -0.153
H1 -0.23 1.22 0.70  0.473
H2 -2.88 -0.86 -0.15  0.381
H3 -2.73 0.77 0.37  0.265
H4 -1.74 -0.49 1.25  0.329
H5 -1.50 0.31 -1.70  0.310
H6 -0.48 -0.97 -1.05  0.119
H7 1.38 -2.15 0.51  0.147
H8 2.47 1.70 1.37  0.143